[1]
ORCA calculation (ωB97M-V/def2-TZVPD) on CHFeO2 as an isolated structure.

```
5
CHFeO2 | the OMol25 dataset | ωB97M-V/def2-TZVPD
Fe -0.67 -0.92 0.76
O -0.61 -0.33 -1.24
O 0.41 0.27 1.49
C -0.34 0.31 -2.14
H 1.21 0.67 1.14
```

Values from the calculation:
ΔE to the lowest compared entry with this formula, charge and spin   0.0 kJ/mol
⟨S²⟩   6.009
Spin multiplicity   5
E_LUMO (alpha / beta)   -6.488 / -6.815 eV
Charge   +1



[2]
ORCA calculation (ωB97M-V/def2-TZVPD) on CHGdO2 as an isolated structure.

```
5
CHGdO2 | the OMol25 dataset | ωB97M-V/def2-TZVPD
Gd -1.93 -2.25 -0.37
O -0.29 -0.46 0.05
O 1.07 1.20 0.26
C 0.59 0.11 0.68
H 0.56 1.39 -0.62
```

Values from the calculation:
ΔE to the lowest compared entry with this formula, charge and spin   0.0 kJ/mol
⟨S²⟩   20.414
Spin multiplicity   9
E_LUMO (alpha / beta)   -17.091 / -21.841 eV
Charge   +3



[3]
ORCA calculation (ωB97M-V/def2-TZVPD) on a single CHI2NO molecule.

```
6
CHI2NO | the OMol25 dataset | ωB97M-V/def2-TZVPD
I -2.01 -0.72 2.03
I 1.85 1.92 -1.82
O 0.86 0.16 -0.90
N -0.57 0.22 1.01
C 0.01 -0.26 0.00
H -0.14 -1.31 -0.31
```

Values from the calculation:
ΔE to the lowest compared entry with this formula, charge and spin   176.8 kJ/mol
E_LUMO   -2.772 eV



[4]
ORCA calculation (ωB97M-V/def2-TZVPD) on CHI2O3P as an isolated structure.

```
8
CHI2O3P | the OMol25 dataset | ωB97M-V/def2-TZVPD
I -2.01 -0.63 1.38
I -1.68 -0.44 -1.91
P 0.88 0.73 0.14
O 0.99 0.49 1.64
O 0.09 1.91 -0.25
O 2.07 0.35 -0.72
C -0.52 -0.62 -0.09
H 0.19 -1.79 -0.20
```

Values from the calculation:
ΔE to the lowest compared entry with this formula, charge and spin   64.9 kJ/mol
E_LUMO   4.904 eV
Charge   -2



Please write out number 1 again, unchanged.
ORCA calculation (ωB97M-V/def2-TZVPD) on CHFeO2 as an isolated structure.

```
5
CHFeO2 | the OMol25 dataset | ωB97M-V/def2-TZVPD
Fe -0.67 -0.92 0.76
O -0.61 -0.33 -1.24
O 0.41 0.27 1.49
C -0.34 0.31 -2.14
H 1.21 0.67 1.14
```

Values from the calculation:
ΔE to the lowest compared entry with this formula, charge and spin   0.0 kJ/mol
⟨S²⟩   6.009
Spin multiplicity   5
E_LUMO (alpha / beta)   -6.488 / -6.815 eV
Charge   +1



Look up the ΔE to the lowest compared entry with this formula, charge and spin of the first one.
0.0 kJ/mol